Entry 1:
The following is a DFT calculation (wB97M-V/def2-TZVPD) of a cluster of 2 separate species, C2H2ClNO in total in a non-equilibrium geometry.

LUMO level = 0.73 eV
net charge = 0
Kohn-Sham gap = 0.393 Eh
energy above the lowest of the compared OMol25 structures with the same formula, charge and spin = 7.06 kcal per mole

XYZ file:
```
7
C2H2ClNO (wB97M-V/def2-TZVPD)
H 1.18102 1.09879 -0.08200
Cl 0.94208 -0.30483 2.36483
O -1.50579 -0.25928 -1.83185
C -0.91950 0.71142 -1.69939
C 0.25514 -0.39540 0.77322
N 0.51640 0.34071 -0.18750
H -0.46933 -1.19141 0.66269
```


Entry 2:
The following is a DFT calculation (wB97M-V/def2-TZVPD) of a structure of composition C14H13N3O6Os in a non-equilibrium geometry.

LUMO level (spin up / spin down) = -4.00 / -3.82 eV
net charge = +1
Kohn-Sham gap (spin up / spin down) = 0.276 / 0.275 Eh
energy above the lowest of the compared OMol25 structures with the same formula, charge and spin = 13.62 kcal per mole
multiplicity = 2

XYZ file:
```
37
C14H13N3O6Os (wB97M-V/def2-TZVPD)
C -1.09830 -0.70512 -1.97000
O 0.40122 1.41883 0.22234
O -1.77000 -0.32231 -2.89788
C -1.66215 -1.54149 -0.86211
H 2.88373 0.30224 3.41589
O -0.14550 -2.76175 3.38314
H -3.52555 -2.13516 -1.69955
H 0.39439 3.16074 -3.88560
C -0.16617 2.94785 -2.98783
H 5.04606 -1.67667 1.20026
H 2.17938 1.19211 2.06505
O 0.81712 -1.23790 2.03559
C -2.86739 -2.21027 -0.84573
H -2.51338 -3.57618 2.25823
C 3.55729 -0.34549 1.51621
O 2.93184 -0.72941 0.48234
C -1.51424 3.25421 -2.88631
Os 0.89202 -0.50033 0.15729
C -2.31317 -2.99614 1.36864
H 1.50642 2.04325 -1.93356
H 5.24265 -0.67793 2.60300
C -0.09969 -2.12524 2.36624
N -0.85340 -1.57044 0.19602
C 0.46871 2.33772 -1.93168
O 0.16122 -0.41423 -1.75768
H -1.96379 2.04987 0.25304
H -2.03478 3.71359 -3.71474
N 4.71354 -0.92506 1.78426
C -3.18704 -2.95384 0.28769
C -2.19115 2.95723 -1.71261
H -4.12051 -3.49901 0.32811
H -3.24046 3.18217 -1.59396
N -0.21898 2.04048 -0.82431
C -1.14508 -2.26455 1.29247
C -1.51702 2.34041 -0.68624
H 3.86224 1.49535 2.53807
C 3.08994 0.73244 2.43589
```


Entry 3:
The following is a DFT calculation (wB97M-V/def2-TZVPD) of a cluster of 2 separate species, C3H11NP in total in a non-equilibrium geometry.

LUMO level = -5.15 eV
net charge = +1
Kohn-Sham gap = 0.275 Eh
energy above the lowest of the compared OMol25 structures with the same formula, charge and spin = 89.54 kcal per mole

XYZ file:
```
16
C3H11NP (wB97M-V/def2-TZVPD)
H 2.41447 -2.59887 -2.32533
H 0.91166 2.13225 0.85621
H 2.78112 -2.98037 -0.29729
P 1.74892 -2.75144 -1.18275
H -1.40218 2.16185 -0.83242
C -1.83292 1.79054 0.15037
H 0.49982 1.35682 -0.71993
H -0.23829 -0.38117 2.18681
N -0.81021 0.97659 0.71058
C 0.51280 1.26994 0.38117
H -2.07000 -0.35257 1.63606
H 1.37408 -4.05451 -1.37368
H 1.15654 0.47772 0.50753
H -2.77320 1.25008 -0.07701
C -1.05105 0.03483 1.54329
H -1.97195 2.77445 0.75890
```


Entry 4:
The following is a DFT calculation (wB97M-V/def2-TZVPD) of a cluster of 4 separate species, C21H51BBrN3O13P3 in total in a non-equilibrium geometry.

LUMO level = -4.25 eV
net charge = +1
Kohn-Sham gap = 0.243 Eh

XYZ file:
```
93
C21H51BBrN3O13P3 (wB97M-V/def2-TZVPD)
C 0.80307 -1.46537 11.02297
H -1.93007 2.75275 -1.82739
H 3.74038 4.49445 5.25993
C -0.83908 -2.58054 -3.63112
C -0.07197 -1.56338 9.76014
C 2.73686 4.47056 4.82394
H 3.42943 -0.32980 2.16444
H -1.01648 -2.16405 0.98124
P -0.31688 -1.16418 -9.22283
H -3.21639 -0.43275 2.24500
H -2.29971 1.52287 -4.01931
H 3.10463 -0.71776 3.86957
P 2.64031 1.89664 5.48156
C -2.04043 -1.78717 1.04707
H -3.27360 -0.34432 -6.09965
H 1.12697 -1.99423 -11.90854
H -1.70953 -1.18812 7.40419
C -1.40941 1.82373 -2.07267
O 1.46658 1.38400 4.33973
H 3.26258 5.26444 2.88335
H 4.03830 0.72159 3.45000
N -1.30132 -0.96897 10.25068
O 3.76583 2.25631 6.45521
H 0.94664 2.14161 9.11110
H -0.41346 1.87926 -1.62182
H 2.25397 -0.38505 -10.65639
C 2.07649 0.79451 7.86047
H -1.57141 0.40223 7.97494
H 1.81047 4.23919 2.88507
H 3.41156 3.50635 3.01454
O -2.60978 -1.29677 -2.49661
H 2.45666 1.56319 9.84601
O -0.29354 0.36270 -9.87016
O -0.60045 -1.74914 -10.81234
C 1.99231 1.88766 8.91068
C 0.37054 -2.60292 -11.40673
H 1.67818 -4.25858 -10.96031
H -0.01147 -1.92963 -3.32515
H -2.02915 -0.97469 -4.44637
H 1.43754 -0.04199 8.16156
C -2.53116 -1.51966 -7.75525
H 2.74184 1.28155 -10.99579
O 1.97210 3.41014 5.37859
O -0.00435 -0.75709 -7.77886
H -0.92459 -3.37622 -2.88616
H -0.57722 -3.02354 -4.59467
O -2.50796 -1.35852 -0.22309
H 0.65343 2.14642 -10.05725
H -2.18008 -0.04434 12.16834
H -1.69472 0.25402 1.72211
H -3.42389 -2.13621 -7.89250
C -1.31209 1.68419 -3.57915
H 0.37824 -0.62037 13.00263
C -1.31906 -0.53090 11.61333
H -2.10863 0.52011 -7.11899
Br 2.64985 -2.12872 10.97372
C 1.91179 0.90083 3.07566
H -2.91388 -2.45913 -4.13422
O 1.60010 1.26433 6.60998
H -1.85456 -2.08681 -7.11012
H 1.62031 -3.03020 -9.68908
H 0.13469 -1.95588 8.71747
B -2.49340 -0.82489 9.32863
C 1.88230 0.61268 -10.91087
P -1.46485 -0.73326 -1.34869
N -2.20056 -0.42689 7.89755
H 0.26193 -4.14038 -9.89096
H -0.86818 2.57678 -4.02588
C -2.16377 -0.66895 2.06618
C -2.93102 -0.19696 -7.12669
H 3.09075 0.39736 7.76955
H -1.70650 -0.95902 3.01608
H 1.11253 0.26812 2.67883
H -3.73930 0.26622 -7.69915
C 2.80784 4.36927 3.31336
C 3.19285 0.09429 3.14273
H 1.37557 1.07400 -8.86000
H 2.02100 1.74213 2.38729
C 1.01844 -3.56630 -10.43238
H -0.14391 -3.17444 -12.18463
C 0.91528 1.10540 -9.85260
H -0.68683 0.82606 -3.84571
O -3.85837 -1.02622 9.79879
H -2.66485 -2.62883 1.35988
O -0.36108 -0.32327 -0.36752
O -1.95641 -1.31063 -9.03715
C -2.13401 -1.80094 -3.73966
H 2.47626 2.80823 8.58343
H 2.23895 5.40265 5.10189
H -4.17857 -0.09405 9.93242
H 1.39069 0.54386 -11.88485
N 0.02332 -0.83450 12.05980
O -2.16145 0.76385 -1.50237
```


Entry 5:
The following is a DFT calculation (wB97M-V/def2-TZVPD) of a structure of composition C4H6O2S2 in a non-equilibrium geometry.

LUMO level = -0.66 eV
net charge = 0
Kohn-Sham gap = 0.303 Eh
energy above the lowest of the compared OMol25 structures with the same formula, charge and spin = 135.84 kcal per mole

XYZ file:
```
14
C4H6O2S2 (wB97M-V/def2-TZVPD)
C 1.28590 0.54628 -0.16136
O -0.95985 1.00098 -1.46195
S -1.79582 -1.42706 1.21901
C -0.18093 0.21660 -0.56019
H 1.53450 1.55204 -0.04985
H 1.77173 -1.43102 -1.34673
O 2.18245 -0.18337 -1.13150
C 0.76372 -0.28710 1.10870
H -2.69765 -1.05123 0.22572
H -1.20254 1.99358 -1.23421
C -0.74426 0.08483 0.88689
H -0.89200 1.11571 1.47399
H -0.43208 -0.68030 -1.03303
S 1.36684 -1.44994 2.06450
```